ORCA calculation (ωB97M-V/def2-TZVPD) on C6H19BrMnNO4 as an isolated structure in a non-equilibrium geometry.

## Properties
Max |F|: 2.68 eV/Å
Gap between HOMO and LUMO (spin up / spin down): 10.4709 / 6.3058 eV
2S+1: 7
Net charge: +2
LUMO energy (spin up / spin down): -6.145 / -11.367 eV
E: -117557.288 eV
⟨S²⟩: 12.00

Element x y z (Å)
Mn 21.27454 4.75009 -16.73493
Br 21.63719 3.36954 -14.64968
C 20.03966 8.26481 -19.02473
C 20.72955 7.42072 -17.97866
C 19.90515 7.45586 -16.59738
O 20.26862 6.40840 -15.67466
C 19.37476 6.27778 -14.53926
N 20.72696 5.97158 -18.43786
H 19.47149 9.11253 -18.64178
H 19.38361 7.73736 -19.71718
H 20.82811 8.64660 -19.67333
H 21.75717 7.69607 -17.74139
H 18.86065 7.30180 -16.86829
H 19.95841 8.40807 -16.06961
H 19.39138 5.24953 -14.17797
H 18.39698 6.51993 -14.95565
H 19.61980 7.00832 -13.76830
H 19.77142 5.79470 -18.71310
H 21.08241 5.96176 -19.38320
O 19.37360 3.91486 -16.98732
H 19.12775 3.03305 -17.26695
H 18.59476 4.44556 -17.15464
C 23.78407 4.13027 -18.25344
C 23.78580 5.60783 -17.86408
O 23.14690 5.83368 -16.62450
O 22.47979 3.60277 -18.12695
H 24.48578 3.54204 -17.66209
H 24.17583 4.08929 -19.26978
H 23.41805 6.23676 -18.67481
H 24.81536 5.92646 -17.70101
H 23.78341 6.21407 -16.01477
H 22.41557 2.81466 -18.67133



ORCA calculation (ωB97M-V/def2-TZVPD) on C25H22ClGdNP as an isolated structure in a non-equilibrium geometry.

## Properties
Max |F|: 14.60 eV/Å
Gap between HOMO and LUMO (spin up / spin down): 7.4466 / 6.2059 eV
2S+1: 8
Net charge: +2
LUMO energy (spin up / spin down): -7.528 / -8.831 eV
E: -70399.202 eV
⟨S²⟩: 16.11

Element x y z (Å)
Gd -0.07266 0.72778 1.42789
Cl -0.05406 1.58748 3.56929
P -0.06886 0.67148 -0.74411
C -1.41426 -0.14692 -1.67321
C -1.25196 -0.87842 -2.85271
C -2.36036 -1.44302 -3.48591
C -3.63636 -1.27972 -2.94991
C -3.80446 -0.56422 -1.76171
C -2.69976 -0.00992 -1.12291
C -0.31716 2.44768 -1.12521
C 0.53934 3.34808 -0.46681
C 0.38124 4.72148 -0.63431
C -0.62846 5.21088 -1.46491
C -1.47826 4.32268 -2.12621
C -1.32846 2.94638 -1.95641
C 1.49144 0.31288 -1.63471
C 2.57364 -0.17902 -0.89471
C 3.80344 -0.41102 -1.51001
C 3.96374 -0.14072 -2.86921
C 2.89824 0.37978 -3.60801
C 1.66954 0.61348 -2.99321
H 1.33014 2.96268 0.17509
H 1.04354 5.40828 -0.11521
H -0.75286 6.28198 -1.59641
H -2.26286 4.70198 -2.77511
H -1.99736 2.26008 -2.46621
H -0.26146 -1.02512 -3.26901
H -2.22216 -2.01822 -4.39721
H -4.49656 -1.71892 -3.44741
H -4.79446 -0.44732 -1.32971
H -2.81206 0.52718 -0.18331
H 2.43844 -0.35672 0.17009
H 4.63604 -0.79362 -0.92601
H 4.92164 -0.31812 -3.35021
H 3.02974 0.61338 -4.66091
H 0.85364 1.04838 -3.56401
H -0.18106 -5.86982 -4.74561
H 0.56104 -5.83742 -4.71351
N 0.49944 -1.40452 2.00509
C 0.54444 -1.87492 3.06219
C 0.35994 -2.11922 4.47369
C -0.61096 -1.33842 5.12419
C -0.79056 -1.42612 6.50159
C 0.00844 -2.28822 7.25089
C 0.97454 -3.07822 6.61189
C 1.14824 -3.00432 5.21869
H -1.23236 -0.65092 4.56469
H -1.54036 -0.81172 6.98939
H -0.11966 -2.33682 8.32459
H 1.60034 -3.73032 7.20379
H 1.91984 -3.59202 4.74109



ORCA calculation (ωB97M-V/def2-TZVPD) on an isolated molecule of C5H4N2O3 in a non-equilibrium geometry.

## Properties
Max |F|: 3.34 eV/Å
Gap between HOMO and LUMO: 9.9489 eV
Relative energy (zero: lowest compared OMol25 entry of this formula, charge and spin): 2.4413 eV
LUMO energy: 0.670 eV
E: -14369.169 eV

Element x y z (Å)
C 2.52131 0.19412 0.43500
C 0.51942 0.52392 -0.16443
C 0.79025 -0.80087 -0.17127
C -1.80924 0.08572 0.15814
C -0.79300 1.06993 -0.45848
N 1.71481 1.16532 0.14555
N -1.43817 -1.23119 0.13711
O -2.89327 0.34506 0.56473
O 2.05629 -1.06759 0.24134
O -0.19035 -1.86575 -0.30916
H 3.48403 0.26321 0.72853
H -0.80900 1.97697 0.02277
H -0.88868 1.10280 -1.46970
H -2.26439 -1.76165 0.13987



ORCA calculation (ωB97M-V/def2-TZVPD) on a 5-piece molecular cluster, C41H66N5O9S overall in a non-equilibrium geometry.

## Properties
Max |F|: 8.02 eV/Å
Gap between HOMO and LUMO: 6.3484 eV
Net charge: -1
LUMO energy: 1.442 eV
E: -80290.273 eV

Element x y z (Å)
C -7.68578 3.92142 -5.06793
C -6.17031 3.71843 -5.62287
C -5.31052 2.73545 -4.67026
C -5.82092 1.20630 -4.72171
C -5.26012 0.43684 -3.40103
C -6.49693 -0.30532 -2.66872
C -6.04556 -1.27346 -1.44866
C -6.27533 -2.79703 -1.92252
C -5.04933 -3.79764 -1.62491
C -3.59248 -3.20256 -1.94927
C -2.50924 -4.29869 -2.42003
C -1.07038 -3.58654 -2.56581
C -0.47643 -2.99718 -1.18124
C 1.12289 -3.22541 -1.11712
C 1.88062 -2.01471 -0.36105
C 2.63999 -0.98865 -1.34243
C 2.88834 0.47913 -0.66693
C 3.43547 0.37206 0.83646
C 3.68247 1.77988 1.57434
C 4.77931 1.75823 2.75449
C 4.58254 0.60946 3.86667
O 5.15615 -0.62919 3.31854
C 5.59269 0.99853 5.09504
O 6.95505 1.16008 4.54516
N 7.70526 0.07235 4.96553
O 8.30462 0.38511 5.95979
O 5.25428 2.25307 5.73571
S 3.90101 1.89500 6.69102
O 4.20265 0.86562 7.77104
O 3.38881 3.12148 7.44337
C 2.56214 1.38179 5.51830
C 1.28894 0.71550 6.29076
O 0.06820 0.99821 5.95296
O 1.43183 -0.19009 7.34342
C 3.06305 0.37168 4.33756
O 2.89046 -0.98002 4.89394
H -7.87319 3.25810 -4.13677
H -8.44517 3.68263 -5.90938
H -7.78010 5.02104 -4.73272
H -5.63305 4.72937 -5.62452
H -6.22672 3.34443 -6.70693
H -4.21018 2.79544 -5.00862
H -5.36851 3.13317 -3.59042
H -5.40174 0.71436 -5.66558
H -6.96969 1.14480 -4.76299
H -4.47489 -0.35246 -3.66796
H -4.76686 1.15356 -2.64364
H -7.22338 0.48916 -2.23246
H -7.10760 -0.85302 -3.48266
H -5.00399 -1.04825 -1.03398
H -6.78829 -1.04500 -0.58561
H -6.60525 -2.90420 -3.02529
H -7.17518 -3.19593 -1.30480
H -5.19916 -4.71041 -2.33083
H -5.13196 -4.20961 -0.56003
H -3.57816 -2.33307 -2.69559
H -3.18920 -2.76583 -0.95008
H -2.42688 -5.20051 -1.71403
H -2.79710 -4.66562 -3.49862
H -1.18709 -2.67964 -3.28292
H -0.28671 -4.30956 -2.98499
H -1.04733 -3.53978 -0.33189
H -0.67321 -1.86902 -1.08800
H 1.56057 -3.42961 -2.16658
H 1.28228 -4.16196 -0.44931
H 1.10595 -1.44943 0.27813
H 2.66825 -2.41244 0.38541
H 1.98402 -0.87806 -2.28946
H 3.63901 -1.49274 -1.63596
H 1.91436 1.10261 -0.76714
H 3.65945 1.00395 -1.35904
H 4.46776 -0.15278 0.77567
H 2.73866 -0.24212 1.52876
H 4.06498 2.51214 0.76556
H 2.66595 2.20580 1.93022
H 4.70287 2.78139 3.29087
H 5.84190 1.73903 2.29165
H 4.45446 -1.16684 2.89096
H 5.65440 0.09748 5.80186
H 2.15602 2.35031 5.03270
H 2.27965 0.45847 3.50538
H 2.07279 -1.35005 4.47115
N 3.87279 5.94211 3.35740
C 4.50276 7.07128 2.90755
C 3.86055 7.48936 1.76698
C 2.80024 6.58172 1.52324
C 2.83078 5.63949 2.52244
H 4.13477 5.41571 4.17669
H 5.35220 7.47804 3.43539
H 4.12419 8.35354 1.17471
H 2.09253 6.61433 0.70764
H 2.20312 4.78113 2.71030
N -3.60871 1.84968 5.01163
C -2.67558 2.18320 5.95692
C -3.17664 3.22939 6.69400
C -4.46190 3.53418 6.17763
C -4.70335 2.66483 5.14196
H -3.50638 1.11805 4.32737
H -1.73596 1.64836 6.02187
H -2.67417 3.72004 7.51472
H -5.13575 4.30403 6.52587
H -5.55578 2.55649 4.48755
N 7.35696 -1.64919 -1.35966
C 8.06071 -0.75644 -2.12382
C 8.58043 0.20083 -1.28617
C 8.18060 -0.12993 0.03257
C 7.42925 -1.27693 -0.04358
H 6.86369 -2.45426 -1.71066
H 8.12935 -0.87818 -3.19448
H 9.18301 1.04472 -1.58906
H 8.41700 0.41080 0.93749
H 6.93959 -1.85933 0.72277
N -3.61551 -6.11641 -5.84961
C -2.44658 -5.63798 -6.38038
C -1.87665 -6.64189 -7.12488
C -2.73526 -7.76572 -7.04543
C -3.80111 -7.41154 -6.25478
H -4.24119 -5.59655 -5.25493
H -2.12184 -4.62751 -6.18156
H -0.94518 -6.57411 -7.66770
H -2.59019 -8.72752 -7.51544
H -4.67290 -7.96823 -5.94518